ORCA calculation (the ωB97M-V functional and the def2-TZVPD basis) on 4 unconnected molecules or ions with the total composition C4H14O3 in a non-equilibrium geometry.

```
! wB97M-V def2-TZVPD RIJCOSX def2/J DEFGRID3
* xyz 1 2
C -0.01 -0.95 1.20
C 1.40 -1.49 1.45
C 2.36 -1.48 0.54
C 1.50 -2.35 2.69
H 0.03 -0.24 0.36
H -0.27 -0.50 2.09
H -0.85 -1.65 1.16
H 3.38 -1.88 0.86
H 2.17 -1.27 -0.55
H 2.41 -2.16 3.25
H 1.68 -3.44 2.37
H 0.59 -2.29 3.34
H -5.45 3.17 -3.48
H -5.25 1.85 -2.66
O -4.90 2.79 -2.85
H -1.11 0.59 -2.84
H -1.27 1.41 -4.03
O -1.74 1.09 -3.23
H 1.90 2.27 -0.39
H 1.42 3.36 0.76
O 1.99 3.18 -0.03
*
```

Output
LUMO energy (alpha / beta): -5.05 / -9.13 eV
Energy relative to the best compared isomer or geometry (same formula, charge and spin): 49.7 kcal/mol
Frontier orbital gap (alpha / beta): 0.289 / 0.139 hartree
Highest occupied orbital energy (alpha / beta): -12.9 / -12.9 eV

Löwdin population analysis, charges in e, atoms 1 to 8:
1. C 0.02
2. C -0.24
3. C 0.23
4. C 0.00
5. H 0.10
6. H 0.07
7. H 0.13
8. H 0.15

=====

ORCA calculation (the ωB97M-V functional and the def2-TZVPD basis) on 2 unconnected molecules or ions with the total composition C3H10N2P in a non-equilibrium geometry.

```
! wB97M-V def2-TZVPD RIJCOSX def2/J DEFGRID3
* xyz 1 1
C 0.72 -0.19 -0.10
C -1.95 -0.10 0.12
C 1.55 0.91 -0.48
N -1.09 0.60 -0.86
N 1.11 0.73 0.90
P 0.96 -1.96 0.05
H -2.92 0.24 0.04
H -1.65 0.13 1.10
H -1.96 -1.14 -0.05
H 1.08 1.85 -0.99
H 2.67 1.05 -0.64
H 0.66 1.46 1.44
H 1.90 0.42 1.50
H -1.18 0.39 -1.81
H 0.31 -2.07 -1.08
H -0.20 -2.33 0.87
*
```

Output
LUMO energy (alpha / beta): -4.48 / -4.49 eV
Energy relative to the best compared isomer or geometry (same formula, charge and spin): 132.0 kcal/mol
Frontier orbital gap (alpha / beta): 0.326 / 0.326 hartree
Highest occupied orbital energy (alpha / beta): -13.4 / -13.4 eV

Löwdin population analysis, charges in e, atoms 1 to 8:
1. C -0.57
2. C -0.17
3. C -0.10
4. N 0.08
5. N 0.07
6. P 0.94
7. H 0.07
8. H 0.06

=====

ORCA calculation (the ωB97M-V functional and the def2-TZVPD basis) on 2 unconnected molecules or ions with the total composition C3H10BO5S.

```
! wB97M-V def2-TZVPD RIJCOSX def2/J DEFGRID3
* xyz -1 1
O 0.86 -0.29 2.11
C 0.69 -1.71 1.73
O -0.55 -1.66 0.82
B -1.72 -1.54 1.45
O -2.61 -0.47 1.11
O -2.24 -2.44 2.40
H 0.93 -0.34 3.06
H 1.46 -1.84 0.96
H -3.22 -0.70 0.40
H -2.22 -3.34 2.07
C 1.25 1.90 -2.83
S 1.78 1.50 -1.15
O 2.44 0.18 -1.27
C 0.15 1.26 -0.46
H 2.15 2.01 -3.43
H 0.65 1.06 -3.20
H 0.68 2.82 -2.84
H -0.36 0.46 -1.00
H -0.40 2.20 -0.51
H 0.28 0.93 0.58
*
```

Output
LUMO energy: 3.02 eV
Frontier orbital gap: 0.179 hartree
Highest occupied orbital energy: -1.8 eV

Löwdin population analysis, charges in e, atoms 1 to 8:
1. O -0.22
2. C -0.22
3. O -0.02
4. B -0.88
5. O 0.09
6. O 0.11
7. H 0.03
8. H 0.02

=====

no.,electronic energy (Ha)
1,-386.1034
2,-570.7120
3,-919.5824